The following is a DFT calculation (ωB97M-V/def2-TZVPD) of a 11-piece molecular cluster, C6H32NO11 overall at a distorted geometry.

The calculation puts the largest force on an atom at 4.5 eV Å⁻¹. As for the charge: -1. For the HOMO-LUMO gap, the calculation gives 9.06 eV. The total energy is -30756.2138 eV.

CARTESIAN COORDINATES (ANGSTROEM)
C  2.521  -0.305  0.178
C  1.193  -1.024  0.007
C  1.383  -2.230  -0.997
C  0.213  -3.153  -0.962
C  0.224  -4.356  -0.362
N  0.076  -0.195  -0.474
C  -0.392  0.813  0.513
O  -0.345  2.062  -0.038
H  2.400  0.600  0.659
H  2.918  -0.009  -0.799
H  3.323  -0.842  0.688
H  0.905  -1.484  0.990
H  2.275  -2.741  -0.747
H  1.499  -1.837  -1.999
H  -0.708  -2.811  -1.500
H  1.132  -4.737  0.161
H  -0.605  -5.042  -0.329
H  0.312  0.235  -1.360
H  -1.432  0.584  0.780
H  0.189  0.807  1.491
H  -0.989  2.203  -2.970
H  -0.168  2.202  -1.675
O  -0.114  2.097  -2.715
H  1.483  -2.179  2.809
H  -0.012  -2.512  2.959
O  0.850  -2.345  3.472
H  0.190  -0.634  3.839
H  -1.011  -0.571  3.000
O  -0.519  -0.018  3.552
H  -1.761  -1.137  -0.426
H  -3.027  -1.199  -1.176
O  -2.612  -1.572  -0.403
H  2.606  1.893  -1.741
H  1.614  1.614  -2.823
O  2.497  1.398  -2.489
H  -2.286  -2.325  1.838
H  -1.084  -1.767  1.050
O  -1.368  -2.033  1.985
H  0.271  2.642  2.783
H  0.121  3.005  1.313
O  0.481  3.349  2.158
H  -3.131  2.652  -0.558
H  -1.591  2.347  -0.728
O  -2.524  2.433  -1.244
H  -2.786  0.942  -2.045
H  -1.717  -0.073  -2.490
O  -2.692  0.091  -2.490
H  1.178  2.615  -0.252
H  2.261  3.344  0.522
O  2.126  2.928  -0.313

Mulliken population analysis, charges in e, atoms 1 to 2:
1 C -1.66
2 C 1.94

The following is a DFT calculation (ωB97M-V/def2-TZVPD) of C40H39Cl2N2Sb2W as an isolated structure at a distorted geometry.

As for the spin multiplicity: 3. The calculation puts the largest force on an atom at 3.3 eV Å⁻¹. As for the charge: +3. For the HOMO-LUMO gap (spin up / spin down), the calculation gives 5.43 / 5.76 eV. The total energy is -85008.2243 eV.

CARTESIAN COORDINATES (ANGSTROEM)
W  0.460  1.388  -0.282
C  3.529  0.790  -0.118
N  2.466  1.776  -0.086
C  2.790  3.060  0.009
C  1.774  3.992  -0.164
C  1.703  5.401  -0.087
C  0.409  5.744  -0.432
C  -0.273  4.552  -0.707
N  0.526  3.481  -0.550
C  3.499  -0.013  -1.402
C  4.634  -0.714  -1.799
C  4.612  -1.478  -2.951
C  3.459  -1.569  -3.712
C  2.324  -0.866  -3.338
C  2.359  -0.094  -2.189
H  3.396  0.079  0.718
H  4.510  1.267  -0.013
H  3.813  3.376  0.194
H  2.501  6.056  0.197
H  -0.001  6.730  -0.507
H  -1.296  4.453  -1.045
H  5.536  -0.642  -1.212
H  5.506  -1.995  -3.258
H  3.442  -2.170  -4.604
H  1.430  -0.914  -3.942
H  1.459  0.562  -1.935
C  -1.489  -2.100  0.671
C  -2.618  -1.420  1.448
C  -2.356  0.014  1.891
Sb  -2.185  1.633  0.372
C  -4.333  1.778  0.063
C  -4.916  1.736  -1.193
C  -6.299  1.794  -1.282
C  -7.075  1.911  -0.140
C  -6.473  1.984  1.106
C  -5.095  1.933  1.211
C  -1.694  0.716  -1.605
C  -0.900  1.436  -2.535
C  -0.718  0.901  -3.822
C  -1.387  -0.241  -4.218
C  -2.283  -0.857  -3.348
C  -2.405  -0.404  -2.045
Sb  0.461  -1.126  0.625
C  1.113  -1.427  2.667
C  2.124  -0.636  3.205
C  2.575  -0.865  4.495
C  2.003  -1.864  5.266
C  0.992  -2.649  4.733
C  0.548  -2.436  3.437
C  1.292  -2.861  -0.338
C  0.677  -3.353  -1.484
C  1.062  -4.584  -1.988
C  2.066  -5.305  -1.363
C  2.701  -4.791  -0.244
C  2.308  -3.569  0.277
H  -1.758  -2.229  -0.379
H  -1.298  -3.103  1.058
H  -2.798  -1.980  2.368
H  -3.546  -1.468  0.870
H  -1.448  0.050  2.508
H  -3.191  0.349  2.510
H  -4.318  1.649  -2.092
H  -6.768  1.751  -2.253
H  -8.149  1.962  -0.220
H  -7.070  2.088  1.998
H  -4.626  2.027  2.181
H  -0.668  2.501  -2.415
H  -0.095  1.431  -4.526
H  -1.270  -0.615  -5.224
H  -2.903  -1.670  -3.695
H  -3.130  -0.864  -1.385
H  2.583  0.152  2.616
H  3.381  -0.266  4.892
H  2.351  -2.036  6.272
H  0.555  -3.445  5.319
H  -0.221  -3.078  3.027
H  -0.110  -2.793  -1.982
H  0.565  -4.992  -2.857
H  2.350  -6.273  -1.744
H  3.488  -5.347  0.239
H  2.776  -3.185  1.172
Cl  0.579  2.361  2.125
C  0.525  2.250  3.938
Cl  1.592  3.485  4.600
H  0.866  1.250  4.218
H  -0.512  2.441  4.214

Mulliken population analysis, charges in e, atoms 1 to 2:
1 W -0.67
2 C -1.84

Among the records above, which one has the lowest charge? C6H32NO11